Formula: C5H9NO2
Source: OMol25
Level of theory: ωB97M-V/def2-TZVPD

SMILES ... N[C@]12C[C@@H]1OC[C@@H]2O
Energy relative to the best compared isomer or geometry (same formula, charge and spin) ... 190.0 kcal/mol
HOMO level ... -7.83 eV
HOMO-LUMO gap ... 8.5 eV
Charge ... 0

Positions of all 17 atoms, in Å:
N  -0.0790  -1.4423  1.1065
C  0.1928  -0.7337  -0.1291
C  1.5103  -0.6612  -0.6594
C  1.1399  0.7149  0.0065
O  0.4960  1.4454  0.9349
C  -0.8084  1.4655  0.2692
C  -1.0909  0.1908  -0.5392
O  -2.3972  -0.4099  -0.1686
H  0.4815  -2.2761  1.1673
H  0.2398  -0.7896  1.8168
H  1.9491  -0.2611  -1.6945
H  2.5217  -1.1041  -0.1764
H  1.0200  1.2499  -1.0167
H  -1.5200  1.3417  1.0153
H  -0.5796  2.4165  -0.4675
H  -1.2024  0.0019  -1.7081
H  -1.8737  -1.1486  0.2431

Cartesian forces, eV/Å:
N 0.665 1.255 -0.834
C -2.450 1.492 -0.707
C 6.619 0.988 0.244
C 1.175 -0.466 -4.345
O -0.894 -1.413 1.090
C 1.474 2.622 -2.784
C 0.186 -2.853 -3.178
O 3.212 -0.447 0.861
H 0.173 -0.213 0.028
H -0.220 -0.153 0.797
H -1.865 -1.515 2.012
H -2.987 -0.354 -0.830
H -0.337 -0.193 1.659
H -1.760 1.474 1.425
H -1.938 -1.987 1.959
H 0.934 1.986 2.089
H -1.988 -0.224 0.516

Formula: C5H9NO2
Source: OMol25
Level of theory: ωB97M-V/def2-TZVPD

SMILES ... C/C(O)=C(\N)CC=O
Energy relative to the best compared isomer or geometry (same formula, charge and spin) ... 65.9 kcal/mol
HOMO level ... -7.77 eV
HOMO-LUMO gap ... 8.4 eV
Charge ... 0

Positions of all 17 atoms, in Å:
C  -1.1360  -1.4825  -0.7844
C  0.0585  -0.6131  -0.4904
O  1.1423  -0.9399  -1.2919
C  0.2889  -0.0843  0.8048
N  -0.6260  -0.1959  1.7979
C  1.0780  1.1580  0.7257
C  0.3123  1.5281  -0.6862
O  0.9897  1.6998  -1.7159
H  -2.0524  -1.1006  -0.3258
H  -0.9773  -2.5081  -0.4362
H  -1.2801  -1.5294  -1.8665
H  1.4715  -0.0938  -1.6796
H  -1.2478  -0.9943  1.7739
H  -0.4255  0.2620  2.6780
H  0.9314  1.8677  1.5403
H  2.1169  0.9882  0.4498
H  -0.6445  2.0381  -0.4935

Cartesian forces, eV/Å:
C 0.108 0.070 0.082
C 0.107 -1.480 1.046
O -0.192 1.032 -0.025
C -1.259 0.153 -1.410
N 0.060 -0.173 -0.103
C -0.080 0.443 -1.802
C 2.293 1.424 1.620
O -0.837 -0.729 0.714
H 0.053 0.024 -0.049
H -0.017 -0.047 -0.027
H 0.017 0.052 0.134
H -0.067 -0.204 -0.170
H 0.178 0.249 0.323
H -0.293 -0.197 -0.280
H 0.123 -0.125 -0.079
H 0.082 0.190 0.281
H -0.278 -0.683 -0.255

Formula: C5H9NO2
Source: OMol25
Level of theory: ωB97M-V/def2-TZVPD

Expectation value of S² ... 2.004
Energy relative to the best compared isomer or geometry (same formula, charge and spin) ... 86.9 kcal/mol
HOMO level (alpha / beta) ... -3.15 / -11.78 eV
HOMO-LUMO gap (alpha / beta) ... 3.3 / 9.8 eV
Charge ... 0
Spin multiplicity ... 3

Positions of all 17 atoms, in Å:
C  2.9898  0.3784  -0.5318
C  0.2304  -1.0075  0.7365
C  -0.2608  0.3284  1.2398
C  0.0067  1.4685  0.1964
C  -1.7306  -0.7161  -0.6593
N  -1.1912  -0.7320  0.6359
O  2.4713  -0.0742  -1.4359
O  3.4916  0.8649  0.3674
H  0.7089  -1.1342  -0.1516
H  0.7215  -1.6349  1.4323
H  0.0293  1.1791  -0.8150
H  0.9680  2.0633  0.4861
H  -0.8262  2.3032  0.1083
H  -0.9815  -1.0517  -1.2628
H  -2.6303  -1.4551  -0.7626
H  -2.1215  0.3406  -0.9966
H  -1.8752  -1.1208  1.4127

Cartesian forces, eV/Å:
C 0.284 0.465 0.392
C -0.402 1.225 3.405
C 0.072 -0.493 -5.861
C -0.610 3.763 3.244
C -4.492 1.893 -1.306
N 1.187 0.778 2.864
O -1.198 -1.264 -2.264
O 1.038 0.814 1.816
H 1.248 0.434 -2.597
H -0.725 -1.289 1.176
H 0.507 -1.196 -1.057
H -1.613 -1.203 -0.552
H 1.379 -1.615 0.837
H 1.709 -0.630 -2.265
H 1.365 1.131 0.714
H 0.799 -2.101 0.718
H -0.547 -0.713 0.735

Formula: C5H9NO2S
Source: OMol25
Level of theory: ωB97M-V/def2-TZVPD

Energy relative to the best compared isomer or geometry (same formula, charge and spin) ... 122.1 kcal/mol
HOMO level (alpha / beta) ... -8.94 / -9.32 eV
HOMO-LUMO gap (alpha / beta) ... 8.5 / 8.7 eV
Charge ... 0

Positions of all 18 atoms, in Å:
C  -0.0107  -1.3328  -0.2535
C  -0.6120  -2.4207  0.1004
C  0.3485  1.4476  0.0871
C  1.5555  0.8765  -0.6290
C  -1.4148  0.6326  1.5197
N  -0.0576  0.5328  1.1100
O  1.9507  -1.4143  -1.9897
O  -0.0578  -0.0789  -2.5131
S  0.8930  -0.5494  -1.5408
H  -0.6288  -3.2935  -0.5446
H  -1.1225  -2.5251  1.0471
H  0.6067  2.4007  0.5732
H  -0.4378  1.6500  -0.6586
H  2.0015  1.5634  -1.3411
H  2.2942  0.4917  0.0666
H  -1.5241  1.5495  2.1165
H  -2.1336  0.6867  0.6881
H  -1.6506  -0.2169  2.1617

Cartesian forces, eV/Å:
C 0.304 3.094 1.456
C -0.077 -0.551 -0.191
C -0.118 0.482 -0.210
C -0.652 -0.633 -0.064
C -0.516 0.039 -0.046
N 0.711 -2.522 -1.301
O 0.124 0.132 0.268
O -0.093 0.244 0.254
S 0.213 -0.410 -0.268
H 0.079 -0.043 -0.098
H -0.064 0.157 0.159
H -0.002 -0.031 -0.067
H 0.056 0.104 0.123
H 0.018 -0.093 -0.226
H 0.101 -0.022 0.070
H -0.017 -0.056 0.029
H 0.051 0.010 0.100
H -0.118 0.099 0.012